No. 1
Entry from the OMol25 dataset: the molecule C21H31N3O3 (wB97M-V/def2-TZVPD).

- SMILES string = COc1cccc(C(=O)CN2CCC(NC(=O)NC3CCCCC3)CC2)c1
- DFT total energy (Ha) = -1208.8329
- ΔE to the lowest compared entry with this formula, charge and spin (kJ/mol) = 130.1
- Kohn-Sham gap (Ha) = 0.3290
- HOMO level (eV) = -8.490

Atoms and positions in Å:
H: -3.9048 -1.4293 1.8135
C: -5.5977 2.6838 2.0392
C: -4.1172 -1.7067 -0.3376
H: 0.6088 -0.6634 -0.6215
C: 7.3613 0.2244 -1.4257
H: -6.4252 1.9694 2.1004
O: -4.3707 -2.5876 -1.1298
H: -1.7293 -3.5692 -0.0398
C: -4.8653 1.9990 -0.1214
H: -2.2020 0.1200 1.7647
C: -4.0367 0.1149 -1.9940
O: 2.6469 0.4315 -0.8718
H: -3.6407 -3.0861 1.2216
H: 8.0081 -0.4842 -1.9471
C: -4.7210 0.6695 0.2518
C: -4.1612 1.4445 -2.3575
H: 0.0099 -0.7813 2.3732
H: 0.1961 0.6898 1.3961
H: -5.9016 3.6237 2.4970
H: -1.7674 0.0747 0.0404
C: -1.3356 -2.5509 -0.0235
C: 7.2683 1.9837 0.3555
H: 0.6914 -3.1382 -0.4669
C: 5.3114 0.4565 0.0036
H: 5.4714 1.9405 1.5567
H: 4.4508 -0.9411 1.3120
H: 8.6275 0.3163 0.3119
C: 6.1241 1.2380 1.0358
N: -2.0347 -1.8051 1.0075
O: -5.2805 2.9965 0.7049
H: -1.4860 -2.1106 -1.0236
C: -1.6152 -0.4181 1.0159
H: -4.7306 2.2856 2.5766
H: 5.6254 -1.0612 -1.4924
C: -4.2980 -0.2740 -0.6835
N: 4.2058 -0.2256 0.6455
H: 6.8555 2.7111 -0.3464
H: 7.8491 2.5293 1.1021
H: 6.5302 0.5417 1.7749
C: 0.6900 -1.1416 0.3604
C: 8.1696 1.0100 -0.3975
H: 0.3066 -3.0562 1.2619
H: 2.3581 -1.5363 1.5685
C: -4.5694 2.3824 -1.4323
C: -3.4711 -2.0258 1.0097
N: 2.1009 -1.1366 0.6797
C: 0.1561 -2.5713 0.2951
H: 8.9727 1.5567 -0.8954
H: -4.9663 0.3522 1.2526
H: -3.7258 -0.6319 -2.7083
H: 6.6227 -1.2534 -0.0428
H: 6.9508 0.9128 -2.1670
C: 2.9618 -0.2562 0.0773
C: -0.1338 -0.3499 1.3799
C: 6.2166 -0.5230 -0.7490
H: -3.9433 1.7499 -3.3695
H: -4.6787 3.4222 -1.6964
H: 4.8529 1.1482 -0.7103

Atomic forces in eV per Å
H 0.0 0.0 0.0
C 0.0 -0.1 0.2
C 0.0 -0.3 0.3
H -0.1 -0.1 0.1
C 0.2 -0.2 0.2
H 0.0 0.0 0.0
O 0.1 0.1 0.0
H 0.0 0.0 -0.1
C 0.1 0.0 -0.2
H 0.0 0.0 -0.1
C 0.0 -0.3 0.2
O -0.1 0.3 -0.4
H -0.1 0.1 -0.1
H 0.0 0.0 -0.1
C 0.0 0.0 0.1
C 0.0 0.1 0.1
H 0.0 0.0 0.1
H 0.1 0.0 0.0
H 0.0 -0.1 0.0
H 0.0 0.0 0.1
C 0.2 -0.3 0.2
C 0.2 -0.2 0.2
H 0.1 0.0 0.0
C 0.1 -0.1 0.1
H 0.0 -0.1 0.1
H -0.1 0.0 -0.1
H 0.1 0.0 0.0
C -0.1 0.2 -0.3
N -0.2 0.0 -0.1
O 0.1 0.0 -0.3
H 0.0 -0.1 0.0
C 0.3 0.2 0.3
H 0.0 0.0 0.0
H 0.0 -0.1 0.0
C -0.1 0.4 -0.6
N 0.2 0.0 0.2
H 0.0 0.1 0.0
H 0.0 0.1 0.0
H 0.0 -0.1 0.1
C -0.1 -0.1 0.1
C -0.1 0.2 -0.2
H 0.0 -0.1 0.0
H 0.1 0.1 0.0
C -0.1 0.0 0.2
C 0.0 -0.3 0.0
N -0.1 -0.2 0.1
C -0.1 0.3 -0.3
H 0.1 0.0 0.0
H 0.0 0.0 0.1
H 0.0 -0.1 -0.1
H 0.0 -0.1 0.1
H 0.0 0.0 -0.1
C 0.1 -0.3 0.4
C -0.1 0.1 -0.4
C -0.2 0.3 -0.2
H 0.0 0.0 -0.1
H 0.0 0.1 0.0
H 0.1 -0.1 0.1

=====

No. 2
Entry from the OMol25 dataset: C21H31N3O3S as an isolated structure (wB97M-V/def2-TZVPD).

- DFT total energy (Ha) = -1607.0044
- ΔE to the lowest compared entry with this formula, charge and spin (kJ/mol) = 214.8
- Kohn-Sham gap (Ha) = 0.3094
- HOMO level (eV) = -7.926

Atoms and positions in Å:
H: -0.0684 -0.4882 0.1049
H: -1.6672 3.5079 0.0005
H: -1.3945 3.2460 -2.9479
C: -0.6342 2.1273 1.2658
H: 0.5241 2.1430 -5.0431
C: -2.0295 -1.2558 0.5740
N: -0.2035 -4.1178 1.5187
H: 0.7858 5.2843 -3.1215
O: 0.1821 4.2828 -1.5159
C: 0.2425 -0.6815 4.5267
H: 1.0123 -5.8202 1.3861
H: -2.4634 -0.9284 -0.3668
C: 0.2079 2.9142 -4.3378
C: 0.1320 -5.4607 1.9346
H: -0.6274 -4.0308 0.6054
C: 1.3928 -1.3416 3.7938
H: -1.9119 0.9812 -2.3446
H: -0.0212 3.8110 -4.9195
H: -0.7993 -7.3952 2.0323
H: -0.6560 -1.3022 4.5121
H: 2.1166 4.7636 -2.0695
C: 1.6280 2.8311 -0.1751
C: -0.0478 0.5858 3.7359
H: 2.3504 -1.2134 4.3014
H: -1.5132 1.8692 1.8325
C: -0.6488 -0.0548 -3.7335
C: -0.9594 1.1505 -2.8536
H: 2.5267 3.0975 -0.7089
H: -1.8523 2.3465 -4.3927
C: -0.7233 3.0479 0.2461
C: 1.4649 -0.6327 2.4237
S: 1.1879 -3.1239 3.5641
C: -1.0477 -6.3927 1.6971
H: -0.3085 -2.1776 -0.3684
H: 0.4650 -0.4375 5.5650
H: -2.2341 -0.5053 1.3325
H: 2.2668 3.4184 -4.0155
H: 1.5928 2.3562 -2.7807
H: 0.3397 0.0282 -4.1776
N: 0.0995 -1.7915 1.6581
C: 1.3810 3.2238 -3.4060
H: -1.2965 -6.4358 0.6387
N: 0.6763 0.5477 2.5789
O: 2.3870 -0.7306 1.6424
C: 1.7216 1.9182 0.8607
H: -1.9198 -6.0482 2.2467
H: -0.1976 1.2393 -2.0776
C: 0.2675 -2.9898 2.0710
C: 0.4004 3.3942 -0.5070
H: -0.6749 -0.9681 -3.1424
H: 2.6755 1.4782 1.0983
C: -0.5221 -1.4333 0.4125
C: -1.0735 2.4616 -3.6337
H: -1.3805 -0.1426 -4.5343
O: -0.7856 1.4723 4.0893
H: -2.5009 -2.1894 0.8763
C: 0.5904 1.5364 1.5684
H: 0.3828 -5.4281 2.9971
C: 1.1631 4.4537 -2.5178

Atomic forces in eV per Å
H 0.0 -0.1 -0.2
H -0.1 0.1 0.0
H -0.1 0.0 -0.1
C 0.1 -0.1 0.0
H 0.0 0.0 -0.1
C 0.3 0.0 -0.1
N -0.3 -0.2 -0.5
H 0.1 -0.1 0.1
O -0.2 0.0 0.3
C -0.1 0.2 0.0
H 0.0 0.0 0.2
H -0.1 0.0 -0.1
C 0.0 0.0 0.2
C 0.1 -0.3 0.0
H 0.0 0.1 0.1
C -0.1 -0.5 -0.1
H 0.0 0.0 0.1
H 0.0 0.0 -0.1
H 0.0 -0.1 0.0
H 0.0 0.1 0.0
H -0.1 0.0 0.0
C -0.1 0.3 -0.2
C 0.1 -0.2 0.4
H 0.0 0.0 -0.1
H -0.1 0.0 0.1
C 0.0 0.2 0.2
C -0.1 0.0 -0.2
H 0.1 0.0 -0.1
H -0.1 0.0 0.0
C 0.2 0.1 -0.2
C 0.3 -0.1 0.3
S 0.4 -0.1 0.2
C 0.2 0.1 0.1
H 0.0 0.1 0.0
H 0.0 0.1 -0.1
H -0.1 0.1 0.1
H 0.1 0.0 0.1
H 0.1 0.0 0.0
H 0.1 -0.1 -0.1
N -0.2 -0.7 0.2
C -0.3 0.2 0.0
H 0.0 0.0 -0.1
N 0.2 0.5 -0.1
O 0.3 0.1 -0.1
C -0.1 -0.1 0.2
H -0.1 0.0 0.0
H 0.0 0.0 0.1
C -0.2 0.8 0.1
C -0.1 -0.1 0.2
H 0.0 -0.1 0.0
H 0.0 0.0 0.0
C -0.2 -0.1 -0.1
C 0.0 0.0 0.1
H -0.1 -0.1 -0.1
O -0.2 0.2 0.1
H -0.1 -0.1 0.0
C 0.1 0.3 -0.1
H 0.0 -0.1 -0.1
C 0.5 -0.1 -0.3

=====

No. 3
Entry from the OMol25 dataset: the molecule C21H31N3O5 (wB97M-V/def2-TZVPD).

- SMILES string = NCCCC[C@H](N[C@@H](CCc1ccccc1)C(=O)O)C(=O)N1CCC[C@H]1C(=O)O
- DFT total energy (Ha) = -1359.3573
- ΔE to the lowest compared entry with this formula, charge and spin (kJ/mol) = 33.8
- Kohn-Sham gap (Ha) = 0.3500
- HOMO level (eV) = -8.843

Atoms and positions in Å:
H: -5.7642 -1.1408 -0.0979
C: 2.0872 -0.6669 -1.7246
H: -4.0892 3.4099 -0.9602
H: 2.2567 2.1341 -1.9253
O: -0.1830 -2.6986 -1.0327
C: -5.3947 -0.1431 -0.2877
C: -3.7354 1.5469 0.0277
H: 4.9168 3.3004 1.0644
C: 1.1192 2.0727 2.3054
C: -5.6545 1.9988 -1.3360
H: -1.8043 -2.9209 1.6809
H: -4.0228 -1.4114 1.6090
C: -1.3175 -2.1623 1.0545
C: -2.3708 -1.4286 0.2261
H: -6.2212 2.6728 -1.9612
H: 2.1396 3.5947 0.2359
O: 1.9854 -1.4134 0.8020
C: -0.3311 -2.8958 0.1463
H: 2.8683 4.2231 1.7187
C: 3.4748 -0.7118 -1.1008
H: 3.2512 1.9002 2.5278
H: -2.8298 -0.1381 1.8807
C: 2.5313 2.0787 1.7247
H: 1.3432 -0.1775 -3.6880
C: -4.4582 2.4114 -0.7743
H: 0.9817 2.1670 -3.1592
H: 4.2596 2.5370 -0.2120
C: 0.0696 -0.1154 1.4460
H: -2.8902 -2.1576 -0.3981
H: 1.4527 0.0887 3.0801
C: 0.4784 1.0725 -1.3319
H: 0.0570 -1.8391 2.5063
H: -1.8775 -0.7286 -0.4493
H: 2.6448 1.2653 1.0079
O: 0.3779 -3.7902 0.8312
H: 0.2852 1.8301 -0.5742
H: 1.1070 2.6801 3.2133
O: 4.0552 -1.8988 -1.2530
H: 0.4243 2.5403 1.6024
C: -4.1946 0.2604 0.2823
H: 1.1004 -4.1492 0.2917
C: 0.6323 0.6630 2.6453
C: 2.0237 0.2505 -2.9524
C: 2.8868 3.3891 1.0107
H: -7.0555 0.3923 -1.5230
H: 3.0017 0.3820 -3.4118
H: 4.9222 -1.9102 -0.8171
H: -0.6686 0.4986 0.9278
C: -6.1216 0.7193 -1.0895
N: 4.1864 3.3729 0.3627
H: 1.7797 -1.6939 -1.9461
O: 4.0272 0.2350 -0.6029
C: 1.1674 -0.5570 0.4808
H: -0.1698 0.7165 3.3845
N: -0.6188 -1.2827 1.9888
N: 1.1581 -0.0741 -0.7708
C: -3.3768 -0.6857 1.1127
H: -2.8059 1.8773 0.4711
C: 1.4605 1.5572 -2.3962
H: -0.4699 0.7630 -1.7904

Atomic forces in eV per Å
H 0.0 -0.1 0.0
C 0.2 -0.5 0.2
H 0.0 0.1 0.0
H 0.0 0.0 0.0
O -0.1 0.0 -0.1
C 0.0 0.0 0.0
C 0.0 0.0 0.0
H 0.0 0.0 -0.1
C 0.3 -0.2 0.1
C -0.1 0.1 -0.1
H 0.0 0.0 -0.1
H 0.0 0.0 0.1
C -0.1 -0.1 -0.1
C 0.2 -0.1 0.4
H 0.0 0.1 0.0
H -0.1 0.0 0.1
O -0.1 0.0 0.3
C -0.2 -0.1 -0.3
H -0.1 0.0 -0.1
C 0.1 0.3 -0.1
H 0.1 -0.1 0.0
H -0.1 0.0 0.1
C -0.2 0.4 -0.2
H 0.0 0.0 0.0
C 0.0 0.1 0.0
H 0.0 0.1 0.0
H 0.1 0.0 0.1
C 0.1 0.0 0.4
H 0.0 0.1 -0.1
H 0.0 -0.1 0.1
C -0.3 0.3 -0.1
H 0.0 0.1 0.0
H 0.0 0.0 -0.1
H 0.1 0.0 0.0
O 0.1 -0.5 0.5
H 0.0 0.0 0.0
H -0.1 0.1 0.0
O 0.2 -0.6 -0.2
H -0.1 0.1 0.0
C -0.1 0.0 0.1
H -0.2 0.2 -0.1
C -0.2 0.3 -0.2
C 0.0 0.1 0.1
C 0.0 -0.3 0.1
H -0.1 0.0 0.0
H 0.0 0.0 -0.1
H -0.2 0.3 0.0
H 0.0 0.0 0.0
C -0.1 0.0 -0.1
N 0.3 0.0 -0.1
H 0.1 0.2 0.0
O 0.1 0.2 0.0
C -0.2 0.1 0.0
H 0.0 -0.1 0.0
N 0.1 -0.1 0.1
N 0.5 -0.1 -0.3
C 0.2 0.0 -0.3
H 0.1 0.0 0.1
C -0.1 0.0 0.0
H 0.0 0.1 0.0

=====

No. 4
Entry from the OMol25 dataset: the molecule C21H31N5O3 at a nearly force-free geometry (wB97M-V/def2-TZVPD).

- SMILES string = CC[C@@H]1CC[C@@](O)(C(=O)NCCN(C(=O)c2ccnc3c2ncn3C)C(C)C)C1
- DFT total energy (Ha) = -1318.3888
- ΔE to the lowest compared entry with this formula, charge and spin (kJ/mol) = 20.7
- Kohn-Sham gap (Ha) = 0.3539
- HOMO level (eV) = -9.118

Atoms and positions in Å:
H: -3.4356 -6.8420 2.4057
H: 5.7059 -1.1179 -0.8944
H: -1.9970 -3.0833 3.3987
C: 5.9526 -0.7486 3.6275
H: 8.1452 4.3641 4.1215
C: 3.9114 0.5754 0.3712
H: 4.2544 -2.0491 -0.5453
C: 7.4454 1.0654 4.0647
C: 6.1369 2.7393 3.5557
H: 2.7332 -2.7681 2.3054
C: 6.1815 0.6233 3.6488
C: 8.4609 3.3487 4.3496
H: -0.1264 -2.0000 2.9416
C: 8.2315 -0.9790 4.4121
C: -3.5804 -2.2764 2.2296
C: 5.1360 -1.5911 -0.0938
N: 8.4772 0.3286 4.4408
H: -3.3165 -5.7912 1.0020
H: 5.8330 3.7665 3.4147
H: 2.5723 -1.8308 0.8112
H: -4.2784 -2.6134 1.4564
C: -0.2248 -1.3160 1.0275
C: 7.0115 -1.5467 4.0315
H: 2.9566 0.2089 -0.0129
C: 1.6623 -0.9141 2.5222
C: 4.7549 -0.5508 0.9558
H: 1.7146 0.1028 2.1336
C: -1.6157 -1.9247 0.8324
N: 5.3772 1.7039 3.3309
O: -1.9173 -1.8434 -0.5431
H: 4.4467 1.0406 -0.4580
H: 9.3570 3.1119 3.7789
H: -2.1953 -3.9311 0.4770
N: 7.3929 2.4387 3.9967
H: -4.3567 -4.6013 2.9342
H: 8.6923 3.2717 5.4110
N: 4.0743 -1.1825 2.0947
H: -1.2343 -1.2647 -0.9240
C: -2.6767 -1.1761 1.6847
O: 4.0537 -2.0084 4.1979
O: 0.3219 -0.7161 0.1096
C: 2.7575 -1.7636 1.8809
C: -1.7082 -3.3997 1.2941
C: -2.6016 -3.4110 2.5419
H: -0.7301 -3.8593 1.4444
H: -2.1987 -0.6489 2.5146
C: -2.9565 -5.9414 2.0202
H: 9.0485 -1.6228 4.7157
H: -2.9993 -5.0083 3.9443
H: 5.7488 -2.3794 0.3456
H: 6.8891 -2.6206 4.0689
N: 0.3446 -1.4543 2.2407
H: -4.1657 -1.9678 3.0970
H: 3.7242 1.3343 1.1302
H: 5.6728 -0.1179 1.3462
H: -1.8835 -6.1335 1.9691
H: -3.1836 -0.4394 1.0642
H: 1.8052 -0.8844 3.6004
C: -3.2734 -4.7495 2.9196
C: 4.6149 -1.3645 3.3212

Atomic forces in eV per Å
H 0.0 0.0 0.0
H 0.0 0.0 0.0
H 0.0 0.0 0.0
C 0.0 0.0 0.0
H 0.0 0.0 0.0
C 0.0 0.0 0.0
H 0.0 0.0 0.0
C 0.0 0.0 0.0
C 0.0 0.0 0.0
H 0.0 0.0 0.0
C 0.0 0.0 0.0
C 0.0 0.0 0.0
H 0.0 0.0 0.0
C 0.0 0.0 0.0
C 0.0 0.0 0.0
C 0.0 0.0 0.0
N 0.0 0.0 0.0
H 0.0 0.0 0.0
H 0.0 0.0 0.0
H 0.0 0.0 0.0
H 0.0 0.0 0.0
C 0.0 0.0 0.0
C 0.0 0.0 0.0
H 0.0 0.0 0.0
C 0.0 0.0 0.0
C 0.0 0.0 0.0
H 0.0 0.0 0.0
C 0.0 0.0 0.0
N 0.0 0.0 0.0
O 0.0 0.0 0.0
H 0.0 0.0 0.0
H 0.0 0.0 0.0
H 0.0 0.0 0.0
N 0.0 0.0 0.0
H 0.0 0.0 0.0
H 0.0 0.0 0.0
N 0.0 0.0 0.0
H 0.0 0.0 0.0
C 0.0 0.0 0.0
O 0.0 0.0 0.0
O 0.0 0.0 0.0
C 0.0 0.0 0.0
C 0.0 0.0 0.0
C 0.0 0.0 0.0
H 0.0 0.0 0.0
H 0.0 0.0 0.0
C 0.0 0.0 0.0
H 0.0 0.0 0.0
H 0.0 0.0 0.0
H 0.0 0.0 0.0
H 0.0 0.0 0.0
N 0.0 0.0 0.0
H 0.0 0.0 0.0
H 0.0 0.0 0.0
H 0.0 0.0 0.0
H 0.0 0.0 0.0
H 0.0 0.0 0.0
H 0.0 0.0 0.0
C 0.0 0.0 0.0
C 0.0 0.0 0.0